# 1
{"formula": "C2H3FI2", "method": "ωB97M-V with the def2-TZVPD basis set", "symbols": ["I", "I", "F", "C", "C", "H", "H", "H"], "positions_angstrom": [[-0.902471, 2.294117, -0.742123], [1.551619, -0.043964, -1.809741], [-1.428122, -1.173569, -0.557825], [-0.474059, -0.573971, 0.254601], [0.222751, 0.548750, -0.348001], [1.815927, 0.748589, 1.419747], [-1.049515, -0.532029, 1.142610], [0.263869, -1.267923, 0.640732]], "atomic_forces_ev_per_a": [[0.5, -0.6, 0.3], [0.2, 0.2, 0.2], [0.3, -0.4, -1.1], [-0.3, -1.3, 1.2], [-1.1, 1.0, -1.3], [0.4, 0.0, 0.4], [-0.5, 1.8, 1.2], [0.5, -0.8, -0.9]], "s_squared": 2.0079, "orbital_gap_ev": [8.37, 7.55], "spin_multiplicity": 3}

# 2
{"formula": "C52H50BrIKN7O4Si", "method": "ωB97M-V with the def2-TZVPD basis set", "symbols": ["I", "Br", "K", "Si", "O", "O", "O", "O", "N", "N", "N", "N", "N", "N", "N", "C", "C", "C", "C", "C", "C", "C", "C", "C", "C", "C", "C", "C", "C", "C", "C", "C", "C", "C", "C", "C", "C", "C", "C", "C", "C", "C", "C", "C", "C", "C", "C", "C", "C", "C", "C", "C", "C", "C", "C", "C", "C", "C", "C", "C", "C", "C", "C", "C", "C", "C", "C", "H", "H", "H", "H", "H", "H", "H", "H", "H", "H", "H", "H", "H", "H", "H", "H", "H", "H", "H", "H", "H", "H", "H", "H", "H", "H", "H", "H", "H", "H", "H", "H", "H", "H", "H", "H", "H", "H", "H", "H", "H", "H", "H", "H", "H", "H", "H", "H", "H", "H"], "positions_angstrom": [[1.773387, -4.146633, -3.117555], [-4.215320, -0.358901, -2.947883], [-0.203169, 0.035533, -0.658770], [-0.116672, -1.127014, 2.697295], [-1.487305, 4.039810, 0.247539], [-0.888582, 2.681885, -4.524674], [-0.702379, 1.976178, 0.712929], [-1.957028, -3.947690, -2.728277], [4.774655, 1.060908, -0.172312], [-1.512004, -2.363726, -1.186576], [-2.946206, 1.289013, -1.115606], [0.221115, 2.026294, -2.665331], [4.139317, 0.209108, -2.265208], [2.513222, 0.496866, -0.654399], [-0.753059, -0.610496, -3.210888], [-3.414347, -1.944957, 1.118821], [-4.038771, 2.688529, 0.497891], [3.463546, -0.244918, 4.883097], [-3.146863, -0.867573, 5.757144], [0.467431, -5.844250, 2.760184], [3.950196, 3.993931, -3.243330], [-5.336012, 1.250527, -0.905080], [-1.211648, -1.295942, -5.835166], [3.236353, 5.584770, -1.594607], [5.738439, 1.993018, -0.725797], [-1.270245, -2.260618, -4.845451], [-3.152594, 1.137292, 4.454753], [-0.697933, 0.309873, -4.161878], [-3.498251, -2.892827, 0.098500], [1.651604, 4.017592, -2.516632], [-5.804021, -1.728901, 1.158628], [-2.093985, 0.641811, 3.705214], [-5.897613, -2.656881, 0.134091], [5.297540, -0.663422, -2.387528], [3.740331, 0.602643, -0.990689], [-2.070596, -1.341231, 5.013900], [2.404704, -0.945920, 4.315403], [-0.954771, 0.025504, -5.496499], [1.388807, -0.303929, 3.600804], [-2.899270, 2.205550, -0.141842], [2.531326, 1.802435, 4.067614], [0.239135, 3.492511, -2.597555], [1.949271, 5.065249, -1.653783], [-1.061355, -1.859444, -3.530052], [2.665121, 3.478614, -3.303034], [3.529916, 1.137444, 4.769659], [-3.698750, 0.375766, 5.480843], [4.238784, 5.054068, -2.393125], [-0.737240, -5.307367, 3.189301], [1.324995, -3.605675, 2.543192], [-0.897926, -3.929766, 3.301033], [4.443992, 1.325467, 1.212021], [1.494011, 1.090434, 3.480930], [1.502012, -4.975820, 2.431163], [-1.434868, -2.746416, -2.390049], [-4.554179, -1.368972, 1.651779], [-4.748753, -3.237229, -0.395572], [-5.268226, 2.180064, 0.123539], [3.067985, -0.143681, -3.188126], [-2.230613, -4.587790, -1.461832], [-1.548143, 2.794439, 0.312204], [-2.192072, -3.439078, -0.444140], [-1.514953, -0.613051, 3.958256], [-4.136790, 0.872039, -1.482026], [-0.527047, 3.925240, -3.871208], [-0.413486, 1.704859, -3.705223], [0.127874, -3.024028, 2.995786], [5.735645, 1.929196, -1.810403], [5.887746, -0.637517, -1.474340], [-4.837170, -3.946426, -1.209106], [-1.384223, -1.566870, -6.869372], [-3.547763, -1.477497, 6.560675], [2.137722, -2.961328, 2.219322], [-1.559967, -3.714723, 0.403606], [-1.638717, -2.297048, 5.289885], [4.975697, -1.695637, -2.562983], [2.333759, 0.957834, 0.235705], [5.488826, 3.025753, -0.447746], [0.081699, 4.505737, -4.565455], [-1.875187, -3.562223, 3.595565], [-1.714239, 1.229527, 2.873423], [1.169656, 5.445260, -1.002895], [-6.703843, -1.283051, 1.567207], [2.224180, 0.522286, -3.030632], [0.755945, 1.629414, 2.891988], [5.246245, 5.449314, -2.338407], [3.849741, 2.241577, 1.336124], [4.233668, -0.785124, 5.424743], [3.457564, 6.392419, -0.907244], [5.933217, -0.352540, -3.223817], [4.351866, 1.687991, 5.214475], [-6.869133, -2.929287, -0.262724], [-1.448857, 4.459747, -3.645681], [-4.452778, -0.641577, 2.449541], [6.745087, 1.771356, -0.357088], [-4.538276, 0.747152, 6.058377], [-1.572830, -5.957700, 3.428558], [-1.471061, -3.299335, -5.060279], [-6.177338, 2.502986, 0.617923], [4.731050, 3.548348, -3.847999], [5.368424, 1.443301, 1.780010], [-0.291008, 3.800619, -1.693901], [-0.950467, 0.817182, -6.231840], [3.443284, -0.032249, -4.210705], [-6.268049, 0.823857, -1.243162], [-1.426688, -5.301847, -1.280362], [-3.564125, 2.113907, 4.220951], [2.568390, 2.881130, 3.954809], [2.727433, -1.176069, -3.053543], [2.456176, 2.629219, -3.941983], [2.369883, -2.023267, 4.439914], [-3.181380, -5.107932, -1.551866], [-2.433675, -1.647342, 1.479511], [-3.924130, 3.439712, 1.265610], [3.886493, 0.497548, 1.649049], [2.439397, -5.361023, 2.046473], [0.590119, -6.915934, 2.654307]], "atomic_forces_ev_per_a": [[0.0, -0.1, -0.1], [0.0, 0.0, 0.0], [0.3, -0.6, 0.1], [0.0, -0.3, 0.2], [0.0, 0.0, -0.1], [0.1, 0.2, 0.2], [0.0, 0.5, 0.2], [0.0, 0.0, 0.1], [0.0, 0.0, 0.0], [0.1, -0.1, -0.2], [0.0, 0.1, 0.0], [-0.2, 0.0, -0.1], [0.0, 0.1, 0.1], [0.1, 0.2, 0.3], [0.0, 0.0, 0.0], [0.0, 0.0, 0.0], [-0.2, -0.3, -0.2], [0.0, 0.0, 0.0], [0.0, 0.0, 0.0], [0.0, 0.0, 0.0], [0.0, 0.0, 0.0], [0.1, 0.0, 0.0], [0.0, 0.0, 0.0], [0.0, 0.0, 0.0], [0.0, 0.0, 0.0], [0.1, 0.0, 0.0], [0.0, 0.0, 0.0], [0.0, 0.2, 0.0], [0.0, 0.0, -0.1], [0.0, 0.0, 0.0], [0.0, 0.0, 0.0], [-0.1, 0.0, -0.1], [0.0, 0.0, 0.0], [0.0, 0.0, 0.0], [-0.1, -0.3, -0.2], [0.1, 0.0, 0.1], [0.0, 0.0, 0.0], [0.1, 0.0, 0.0], [-0.1, 0.0, -0.1], [0.2, 0.4, 0.3], [0.0, 0.0, 0.0], [0.0, -0.1, 0.1], [0.0, 0.0, 0.0], [-0.3, 0.1, 0.1], [0.0, 0.0, 0.0], [0.0, 0.0, 0.0], [0.0, 0.0, 0.0], [0.0, 0.0, 0.0], [0.0, 0.0, 0.0], [0.1, 0.0, 0.0], [-0.1, 0.0, 0.0], [0.0, 0.0, 0.1], [0.0, 0.0, 0.0], [0.0, 0.0, 0.0], [-0.2, 0.3, -0.3], [0.0, 0.0, 0.0], [0.0, 0.0, 0.0], [0.0, 0.0, 0.1], [0.0, 0.0, 0.0], [0.0, 0.0, -0.1], [-0.2, 0.1, -0.1], [0.3, 0.0, 0.1], [0.0, 0.2, -0.2], [-0.1, -0.1, 0.0], [-0.1, -0.1, -0.1], [0.0, -0.5, -0.3], [0.0, 0.1, -0.1], [0.0, 0.0, 0.0], [0.0, 0.0, 0.0], [0.0, 0.0, 0.0], [0.0, 0.0, 0.0], [0.0, 0.0, 0.0], [0.0, 0.0, 0.0], [0.0, 0.0, 0.0], [0.0, 0.0, 0.0], [0.0, 0.0, 0.0], [0.0, 0.0, 0.0], [0.0, 0.0, 0.0], [0.0, 0.0, 0.0], [0.0, 0.0, 0.0], [0.0, 0.0, 0.0], [0.0, 0.0, 0.0], [0.0, 0.0, 0.0], [0.0, 0.0, 0.0], [0.0, 0.0, 0.0], [0.0, 0.0, 0.0], [0.0, 0.0, 0.0], [0.0, 0.0, 0.0], [0.0, 0.0, 0.0], [0.0, 0.0, 0.0], [0.0, 0.0, 0.0], [0.0, 0.0, 0.0], [0.0, 0.0, 0.0], [0.0, 0.0, 0.0], [0.0, 0.0, 0.0], [0.0, 0.0, 0.0], [0.0, 0.0, 0.0], [0.0, 0.0, 0.0], [0.0, 0.0, 0.0], [0.0, 0.0, 0.0], [0.0, 0.0, 0.0], [0.0, 0.0, 0.0], [0.0, 0.0, 0.0], [0.0, 0.0, 0.0], [0.0, 0.0, 0.0], [0.0, 0.0, 0.0], [0.0, 0.0, 0.0], [0.0, 0.0, 0.0], [0.0, 0.0, 0.0], [0.0, 0.0, 0.0], [0.0, 0.0, 0.0], [0.0, 0.0, 0.0], [0.0, 0.0, 0.0], [0.0, 0.0, 0.0], [0.0, 0.0, 0.0], [0.0, 0.0, 0.0], [0.0, 0.0, 0.0]], "orbital_gap_ev": 4.84, "total_charge": -2}

Across the entries above, DFT total energy takes the values -773.05711; -6457.12151 a.u., respectively.
Across the entries above, strongest force on any atom takes the values 2.285; 0.695 eV/Å, respectively.
Across the entries above, relative energy (zero: lowest compared OMol25 entry of this formula, charge and spin) takes the values 7.3; 0.0 kcal/mol, respectively.